13
Properties=species:S:1:pos:R:3 method="wB97M-V/def2-TZVPD" lumo_ev=-3.525 gap_ev=11.475 mol_weight_g_mol=78.1 fmax_ev_per_a=4.3 charge=+1
C 0.482 -1.319 -2.830
N 0.843 -0.396 -1.689
H 1.440 -1.478 -3.519
H 0.181 -2.309 -2.421
H -0.296 -0.861 -3.436
H -0.128 -0.348 -1.143
H 1.165 0.589 -1.973
H 1.456 -0.629 -0.942
O 0.210 0.526 0.792
C -0.197 0.653 1.932
O -1.513 0.833 2.313
H 0.684 0.634 2.742
H -1.698 0.295 3.063